1.
ORCA calculation (ωB97M-V/def2-TZVPD) on a structure of composition C55H43F3IrN5O3S5.

CARTESIAN COORDINATES (ANGSTROEM)
Ir1 1.5159 -1.9151 -0.6923
N1 -0.7105 -0.0495 -0.3199
S1 -0.9003 2.4346 -0.1977
N2 -2.1293 2.3781 0.8972
S2 -2.4135 1.1664 1.8977
N3 -1.4384 0.8394 2.9927
S3 0.7175 0.7538 2.6767
N4 -0.0045 -0.8818 0.0354
C1 1.0280 2.4807 2.8627
C2 1.7324 3.1209 1.8451
C3 2.0103 4.4753 1.9491
C4 1.5746 5.1947 3.0523
C5 0.8591 4.5537 4.0573
C6 0.5889 3.1980 3.9731
C7 1.0435 0.1784 4.3412
C8 2.3799 -0.0621 4.6412
C9 2.7290 -0.4891 5.9123
C10 1.7486 -0.6713 6.8784
C11 0.4151 -0.4520 6.5642
C12 0.0532 -0.0333 5.2901
C13 -3.8773 1.8415 2.6921
C14 -4.9770 1.0344 2.9463
C15 -6.0723 1.5656 3.6123
C16 -6.0665 2.8901 4.0227
C17 -4.9527 3.6850 3.7807
C18 -3.8530 3.1603 3.1250
C19 -3.0946 -0.2548 1.0433
C20 -3.8568 -0.0988 -0.1040
C21 -4.2813 -1.2312 -0.7792
C22 -3.9506 -2.4945 -0.3033
C23 -3.2254 -2.6331 0.8728
C24 -2.8076 -1.5058 1.5621
C25 -0.7321 4.2358 -0.2890
C26 0.0740 4.7402 -1.3025
C27 0.2825 6.1065 -1.3867
C28 -0.3125 6.9622 -0.4675
C29 -1.1147 6.4479 0.5396
C30 -1.3192 5.0783 0.6367
C31 -1.8567 2.2963 -1.7355
C32 -3.0917 2.9288 -1.7931
C33 -3.8810 2.7686 -2.9184
C34 -3.4430 1.9670 -3.9674
C35 -2.2165 1.3273 -3.8885
C36 -1.4072 1.4954 -2.7714
H1 2.0552 2.5509 0.9816
H2 2.5661 4.9682 1.1616
H3 1.7856 6.2534 3.1309
H4 0.5050 5.1135 4.9139
H5 0.0284 2.6937 4.7487
H6 3.1341 0.0850 3.8780
H7 3.7677 -0.6783 6.1505
H8 2.0224 -0.9929 7.8753
H9 -0.3513 -0.6044 7.3134
H10 -0.9787 0.1329 5.0190
H11 -4.9777 0.0041 2.6182
H12 -6.9340 0.9396 3.8038
H13 -6.9292 3.3020 4.5299
H14 -4.9455 4.7180 4.1038
H15 -2.9735 3.7587 2.9384
H16 -4.0761 0.8925 -0.4799
H17 -4.8572 -1.1287 -1.6900
H18 -4.2458 -3.3735 -0.8613
H19 -2.9690 -3.6162 1.2446
H20 -2.2287 -1.5706 2.4748
H21 0.5511 4.0573 -1.9952
H22 0.9097 6.5088 -2.1715
H23 -0.1396 8.0289 -0.5315
H24 -1.5819 7.1138 1.2539
H25 -1.9284 4.6571 1.4197
H26 -3.4325 3.5141 -0.9488
H27 -4.8443 3.2593 -2.9741
H28 -4.0684 1.8341 -4.8411
H29 -1.8922 0.6799 -4.6929
H30 -0.4499 1.0016 -2.6970
S4 3.3006 -4.1254 2.7466
C37 1.8758 -3.3638 3.3318
C38 1.1968 -2.7131 2.3475
C39 1.8309 -2.7904 1.0790
C40 2.9910 -3.5295 1.1511
C41 3.7854 -3.7567 -0.0229
C42 4.8033 -4.7078 -0.1424
C43 5.4005 -4.9181 -1.3649
C44 4.9723 -4.1712 -2.4602
C45 3.9786 -3.2374 -2.2693
N5 3.4044 -3.0139 -1.0873
H31 1.6446 -3.4300 4.3839
H32 0.2721 -2.1810 2.5296
H33 5.0675 -5.2916 0.7297
H34 6.1716 -5.6684 -1.4803
H35 5.3842 -4.3331 -3.4460
H36 3.5987 -2.6548 -3.1007
F1 2.8146 -7.0044 -8.0798
C46 1.8047 -6.1061 -8.0946
F2 2.1481 -5.1526 -8.9808
F3 0.7383 -6.7526 -8.6172
C47 1.5233 -5.5572 -6.7322
C48 1.4258 -4.1875 -6.5254
C49 1.1685 -3.7020 -5.2560
C50 1.0280 -4.5769 -4.1687
C51 1.1210 -5.9531 -4.3983
C52 1.3577 -6.4386 -5.6709
C53 0.8828 -4.0101 -2.8674
C54 0.8511 -3.4253 -1.8024
H37 1.5593 -3.5061 -7.3545
H38 1.0841 -2.6376 -5.0780
H39 1.0127 -6.6336 -3.5644
H40 1.4254 -7.5053 -5.8438
C55 3.9424 0.5812 -2.6075
S5 2.3780 0.5492 -1.7523
O1 1.8189 1.8787 -1.8605
O2 2.6665 0.1277 -0.3661
O3 1.5787 -0.4808 -2.4544
H41 4.4805 1.4800 -2.3180
H42 3.7277 0.5743 -3.6736
H43 4.4956 -0.3106 -2.3189

Calculated values
HOMO-LUMO gap (alpha / beta) ... 3.904 / 3.905 eV
LUMO (alpha / beta) ... -1.16 / -1.16 eV
Calculated total energy ... -5015.7902 a.u.

***

2.
ORCA calculation (ωB97M-V/def2-TZVPD) on a structure of composition C55H44Cl2KP3Si.

CARTESIAN COORDINATES (ANGSTROEM)
K1 0.6188 0.3155 0.5593
C1 -1.0689 5.9364 0.0959
C2 -2.1284 5.4758 -0.6818
C3 -2.5440 4.1581 -0.5827
C4 -1.8925 3.2669 0.2745
C5 -0.8524 3.7492 1.0671
C6 -0.4396 5.0763 0.9802
P1 -2.4004 1.5214 0.5651
C7 -4.2111 1.7224 0.7931
C8 -5.1575 1.3592 -0.1578
C9 -6.5136 1.5141 0.1070
C10 -6.9342 2.0316 1.3235
C11 -5.9926 2.3935 2.2806
C12 -4.6421 2.2338 2.0161
C13 -2.3215 0.6587 -1.0482
C14 -2.2640 1.2795 -2.2942
C15 -2.2723 0.5218 -3.4587
C16 -2.3687 -0.8594 -3.3712
C17 -2.4146 -1.4836 -2.1296
C18 -2.3631 -0.7568 -0.9308
Si1 -1.9233 -1.5295 0.7887
C19 -2.0536 -3.4016 0.3980
C20 -3.1127 -4.2717 0.6724
C21 -3.0812 -5.6029 0.2714
C22 -1.9927 -6.0895 -0.4385
C23 -0.9136 -5.2554 -0.7036
C24 -0.9233 -3.9352 -0.2627
P2 0.5528 -2.8164 -0.3688
C25 1.5378 -3.6146 -1.7144
C26 2.8627 -4.0148 -1.5666
C27 3.5889 -4.4921 -2.6536
C28 3.0001 -4.5798 -3.9050
C29 1.6793 -4.1756 -4.0684
C30 0.9616 -3.6915 -2.9861
C31 1.4919 -3.3778 1.1246
C32 2.1882 -2.4427 1.8872
C33 2.9973 -2.8211 2.9514
C34 3.1052 -4.1617 3.2841
C35 2.4001 -5.1095 2.5508
C36 1.6024 -4.7200 1.4853
C37 -3.2769 -1.1354 2.0925
C38 -4.6460 -1.4082 2.0408
C39 -5.4669 -1.2133 3.1443
C40 -4.9223 -0.7678 4.3415
C41 -3.5698 -0.4634 4.4179
C42 -2.7558 -0.5962 3.2964
P3 -0.9609 -0.1230 3.2875
C43 -0.3122 -1.4411 4.4276
C44 -0.4696 -2.7702 4.0197
C45 0.0211 -3.8179 4.7834
C46 0.6866 -3.5640 5.9766
C47 0.8464 -2.2522 6.3967
C48 0.3485 -1.2022 5.6314
C49 -0.8123 1.4137 4.3222
C50 -1.8450 2.2577 4.7212
C51 -1.5845 3.5202 5.2516
C52 -0.2825 3.9632 5.4083
C53 0.7664 3.1333 5.0215
C54 0.4982 1.8913 4.4707
H1 -0.7537 6.9696 0.0245
H2 -2.6420 6.1527 -1.3530
H3 -3.4079 3.8272 -1.1483
H4 -0.3845 3.0921 1.7961
H5 0.3596 5.4332 1.6177
H6 -4.8422 0.9310 -1.1023
H7 -7.2414 1.2240 -0.6403
H8 -7.9912 2.1452 1.5294
H9 -6.3120 2.7851 3.2384
H10 -3.9083 2.5015 2.7689
H11 -2.2010 2.3574 -2.3705
H12 -2.2116 1.0091 -4.4239
H13 -2.3974 -1.4546 -4.2768
H14 -2.4797 -2.5655 -2.0864
H15 -3.9824 -3.9019 1.2030
H16 -3.9144 -6.2575 0.4990
H17 -1.9744 -7.1191 -0.7741
H18 -0.0603 -5.6450 -1.2484
H19 3.3387 -3.9614 -0.5946
H20 4.6175 -4.8015 -2.5158
H21 3.5630 -4.9609 -4.7475
H22 1.2109 -4.2336 -5.0432
H23 -0.0645 -3.3652 -3.1266
H24 2.1177 -1.3909 1.6447
H25 3.5197 -2.0696 3.5299
H26 3.7225 -4.4667 4.1196
H27 2.4717 -6.1584 2.8110
H28 1.0621 -5.4736 0.9251
H29 -5.0791 -1.7792 1.1176
H30 -6.5276 -1.4254 3.0794
H31 -5.5516 -0.6555 5.2162
H32 -3.1485 -0.1360 5.3620
H33 -0.9896 -2.9967 3.0914
H34 -0.1185 -4.8358 4.4402
H35 1.0703 -4.3811 6.5751
H36 1.3507 -2.0378 7.3313
H37 0.4729 -0.1908 5.9952
H38 -2.8739 1.9422 4.6106
H39 -2.4112 4.1576 5.5403
H40 -0.0824 4.9432 5.8222
H41 1.7915 3.4636 5.1363
H42 1.3256 1.2667 4.1429
Cl1 3.9581 0.8583 0.0021
C55 3.9444 2.6334 -0.0470
Cl2 2.2993 3.2820 0.0288
H43 4.3983 2.9488 -0.9774
H44 4.4938 2.9994 0.8106

Calculated values
HOMO-LUMO gap ... 5.179 eV
LUMO ... -0.09 eV
Calculated total energy ... -4956.1573 a.u.

***

In the order shown, the computed F_max values come out to 7.04 0.74 eV/Å.
In the order shown, the computed energy relative to the best compared isomer or geometry (same formula, charge and spin) values come out to 36.4 0.0 kJ/mol.